Computed, not measured: C12H29NO4PPtS3 as an isolated structure at a distorted geometry, with the ωB97M-V functional and the def2-TZVPD basis.

E_tot ... -67618.86959 eV
<S²> ... 1.097
Maximum force ... 3.56 eV/A
HOMO-LUMO gap (alpha / beta) ... 6.42 / 6.20 eV

```
! RIJCOSX wB97M-V def2-TZVPD def2/J DEFGRID3
* xyz 2 2
Pt 0.253 -0.895 0.044
C 3.243 1.234 4.255
C 3.558 0.791 2.844
O 3.336 -0.656 2.734
P 2.221 -1.279 1.820
S 0.622 -3.001 -0.569
S 0.418 -0.355 2.373
O 2.182 -2.790 2.148
C 2.439 -3.421 3.457
C 3.866 -3.895 3.564
H 3.433 2.303 4.341
H 3.873 0.711 4.974
H 2.197 1.046 4.500
H 4.602 0.960 2.595
H 2.930 1.315 2.120
H 1.739 -4.252 3.476
H 2.185 -2.710 4.243
H 4.144 -4.475 2.685
H 3.959 -4.535 4.442
H 4.557 -3.060 3.671
C -5.332 -2.006 -1.542
C -4.467 -1.202 -0.586
S -2.908 -0.737 -1.426
O -1.901 -0.640 -0.278
C -3.252 1.011 -1.858
C -3.303 1.907 -0.632
H -6.291 -2.220 -1.073
H -4.862 -2.955 -1.798
H -5.532 -1.458 -2.464
H -4.156 -1.776 0.285
H -4.956 -0.287 -0.257
H -4.183 1.000 -2.428
H -2.443 1.300 -2.530
H -4.169 1.695 -0.007
H -3.362 2.951 -0.938
H -2.408 1.776 -0.026
C 0.556 0.067 -3.340
N 0.500 1.489 -3.028
C 0.353 2.420 -4.152
C 0.625 1.904 -1.769
C 0.569 3.368 -1.451
O 0.824 1.126 -0.795
H 0.084 -0.116 -4.300
H 0.023 -0.511 -2.588
H 1.586 -0.294 -3.377
H 0.158 1.855 -5.058
H 1.262 3.001 -4.310
H -0.479 3.104 -3.996
H 0.410 4.011 -2.309
H 1.510 3.649 -0.977
H -0.214 3.534 -0.711
*
```

Computed, not measured: C12H29O2RuSe4Si2Te2 as an isolated structure at a distorted geometry, with the ωB97M-V functional and the def2-TZVPD basis.

E_tot ... -311322.03372 eV
<S²> ... 0.771
Maximum force ... 2.23 eV/A
HOMO-LUMO gap (alpha / beta) ... 4.79 / 4.76 eV

```
! RIJCOSX wB97M-V def2-TZVPD def2/J DEFGRID3
* xyz -2 2
Ru -1.598 -0.439 -0.602
O -1.851 -1.305 5.395
C -0.591 -0.908 4.816
C -0.721 -0.788 3.298
C 0.657 -0.328 2.813
O 1.023 0.968 3.308
C -1.843 0.212 2.977
Se -1.635 1.245 1.321
C -1.071 -2.157 2.705
Se -0.738 -2.406 0.773
H -1.742 -1.324 6.349
H 0.181 -1.651 5.049
H -0.268 0.056 5.215
H 0.678 -0.347 1.730
H 1.414 -1.037 3.165
H 0.455 1.574 2.800
H -1.937 0.939 3.785
H -2.793 -0.308 2.901
H -2.120 -2.371 2.892
H -0.480 -2.935 3.197
Se -3.751 -1.094 0.073
Te -5.565 -1.587 -1.488
Te -3.913 -1.179 -4.172
Se -2.265 -0.001 -2.779
C -1.179 3.055 -1.709
Si 0.432 2.097 -1.571
C 1.364 3.027 -0.218
C 1.292 2.533 -3.194
C 0.465 0.300 -1.118
Si 1.284 -1.053 -2.083
C 2.282 -0.509 -3.600
C 2.564 -1.841 -0.948
C 0.290 -2.482 -2.760
H -0.970 4.096 -1.426
H -1.959 2.684 -1.046
H -1.581 3.037 -2.724
H 1.671 4.022 -0.570
H 2.256 2.488 0.119
H 0.703 3.156 0.643
H 1.255 3.622 -3.344
H 0.788 2.054 -4.039
H 2.340 2.225 -3.202
H 0.943 0.285 -0.136
H 3.018 0.261 -3.350
H 1.642 -0.124 -4.400
H 2.824 -1.384 -3.985
H 3.142 -1.078 -0.414
H 3.263 -2.460 -1.529
H 2.070 -2.473 -0.206
H -0.248 -2.207 -3.669
H -0.450 -2.852 -2.052
H 0.978 -3.310 -2.990
*
```

Computed, not measured: C12H30BaCl2N2O12 as an isolated structure at a distorted geometry, with the ωB97M-V functional and the def2-TZVPD basis.

E_tot ... -66202.43195 eV
Maximum force ... 3.54 eV/A
HOMO-LUMO gap ... 8.05 eV

```
! RIJCOSX wB97M-V def2-TZVPD def2/J DEFGRID3
* xyz 0 1
Ba -0.019 -0.234 0.083
Cl 1.543 3.488 -3.637
O 1.296 4.544 -2.736
O 0.726 3.630 -4.797
O 2.924 3.501 -4.028
O 1.283 2.168 -3.150
Cl -2.020 -3.012 3.588
O -2.510 -1.833 2.889
O -0.770 -3.415 2.966
O -1.794 -2.612 4.940
O -3.010 -4.066 3.519
C 3.468 1.506 0.619
O 2.973 0.164 0.319
C 4.006 -0.745 -0.147
C 3.558 -1.667 -1.355
N 2.384 -2.393 -1.025
C 1.757 -2.978 -2.254
C 0.465 -3.710 -1.982
O -0.565 -2.970 -1.383
C -1.664 -3.868 -0.982
H 2.588 1.967 1.069
H 3.810 1.996 -0.292
H 4.269 1.501 1.359
H 4.435 -1.281 0.699
H 4.864 -0.208 -0.552
H 4.349 -2.381 -1.586
H 3.415 -1.046 -2.238
H 2.691 -3.211 -0.518
H 2.400 -3.686 -2.778
H 1.453 -2.135 -2.874
H 0.701 -4.652 -1.488
H 0.099 -4.098 -2.932
H -1.327 -4.534 -0.187
H -2.068 -4.488 -1.782
H -2.492 -3.327 -0.524
C 0.823 0.845 3.675
O 0.029 1.390 2.628
C -0.589 2.610 3.021
C -1.278 3.275 1.830
N -2.243 2.352 1.216
C -2.789 2.954 -0.006
C -3.514 1.946 -0.871
O -2.658 0.836 -1.240
C -3.381 -0.056 -2.094
H 0.138 0.586 4.482
H 1.564 1.574 4.003
H 1.215 -0.117 3.345
H 0.184 3.194 3.521
H -1.280 2.419 3.842
H -0.543 3.621 1.103
H -1.825 4.090 2.303
H -3.041 2.320 1.834
H -1.917 3.272 -0.578
H -3.332 3.873 0.212
H -3.837 2.478 -1.765
H -4.331 1.585 -0.247
H -2.655 -0.556 -2.735
H -4.076 0.431 -2.779
H -3.883 -0.837 -1.523
*
```

Computed, not measured: C12H30BaN2O6 as an isolated structure at a distorted geometry, with the ωB97M-V functional and the def2-TZVPD basis.

E_tot ... -28884.01268 eV
Maximum force ... 4.50 eV/A
HOMO-LUMO gap ... 2.92 eV

```
! RIJCOSX wB97M-V def2-TZVPD def2/J DEFGRID3
* xyz -2 1
Ba -0.388 -0.414 0.668
O -0.868 -3.291 0.588
C -0.218 -3.840 1.706
C -0.086 -2.895 2.987
O 0.721 -1.705 2.975
H 0.789 -4.117 1.398
H -0.716 -4.731 2.091
H 0.111 -3.452 3.903
H -1.119 -2.653 3.236
O -2.104 1.040 2.414
C -3.481 0.792 2.108
C -3.937 -0.612 1.486
O -3.268 -1.169 0.339
H -3.812 1.441 1.297
H -4.123 1.150 2.914
H -4.988 -0.518 1.214
H -3.916 -1.369 2.270
C -2.088 1.873 -3.380
C -1.453 0.959 -2.397
C -0.565 -0.116 -3.061
O -0.255 -1.045 -2.050
C 0.725 -2.035 -2.322
N -0.564 1.655 -1.526
H -2.450 2.808 -2.951
H -2.923 1.364 -3.861
H -1.390 2.095 -4.187
H -2.332 0.511 -1.934
H 0.237 0.359 -3.625
H -1.140 -0.682 -3.793
H 1.664 -1.500 -2.467
H 0.440 -2.536 -3.247
H 0.770 -2.729 -1.483
H 0.203 2.083 -2.026
H -0.979 2.456 -1.071
C 2.911 3.400 1.119
C 2.168 2.173 0.442
C 3.032 0.887 0.377
O 2.261 -0.314 0.199
C 3.037 -1.511 0.205
N 0.963 1.883 1.215
H 3.754 3.739 0.517
H 3.125 3.225 2.173
H 2.191 4.208 1.244
H 1.786 2.404 -0.553
H 3.579 0.830 1.318
H 3.750 0.947 -0.441
H 3.616 -1.638 -0.710
H 2.375 -2.375 0.247
H 3.575 -1.582 1.151
H 1.163 1.997 2.199
H 0.216 2.550 1.086
*
```

Computed, not measured: C12H30Cl2HgN2O4 as an isolated structure at a distorted geometry, with the ωB97M-V functional and the def2-TZVPD basis.

E_tot ... -53317.33711 eV
<S²> ... 0.753
Maximum force ... 3.35 eV/A
HOMO-LUMO gap (alpha / beta) ... 3.67 / 6.44 eV

```
! RIJCOSX wB97M-V def2-TZVPD def2/J DEFGRID3
* xyz -1 2
Hg 0.384 -0.994 1.834
Cl -0.149 -1.999 4.464
Cl 1.871 0.922 3.120
C 1.680 3.225 -0.399
O 0.662 2.208 -0.559
C -0.474 2.466 0.251
C -1.589 1.498 0.346
N -1.392 0.536 1.455
C -2.539 -0.387 1.447
C -4.014 0.126 1.660
O -4.410 0.534 0.366
C -5.753 1.120 0.400
H 2.564 2.802 -0.875
H 1.770 3.324 0.683
H 1.271 4.148 -0.808
H -0.943 3.296 -0.278
H -0.383 2.845 1.269
H -1.621 1.039 -0.642
H -2.542 2.020 0.431
H -1.517 1.108 2.278
H -2.360 -1.205 2.146
H -2.484 -0.907 0.491
H -3.838 0.983 2.311
H -4.664 -0.633 2.095
H -6.002 1.664 -0.512
H -5.779 1.988 1.059
H -6.530 0.398 0.653
C 3.335 -2.364 2.599
O 2.505 -1.894 1.614
C 3.058 -1.854 0.356
C 2.552 -0.554 -0.311
N 1.149 -0.353 -0.238
C 0.462 -1.186 -1.269
C 0.646 -0.873 -2.769
O 1.882 -1.420 -3.238
C 2.019 -1.385 -4.714
H 2.860 -2.998 3.348
H 3.837 -1.478 2.987
H 4.070 -3.116 2.309
H 2.785 -2.714 -0.255
H 4.144 -1.753 0.356
H 2.825 -0.443 -1.361
H 2.997 0.338 0.130
H 1.053 0.610 -0.527
H -0.616 -1.166 -1.112
H 0.661 -2.248 -1.125
H 0.514 0.199 -2.919
H -0.197 -1.407 -3.208
H 1.136 -1.756 -5.234
H 2.918 -1.928 -5.004
H 2.191 -0.381 -5.101
*
```

Computed, not measured: a 3-piece molecular cluster, C12H30ClN2O4 overall at a distorted geometry, with the ωB97M-V functional and the def2-TZVPD basis.

E_tot ... -36623.03287 eV
Maximum force ... 1.21 eV/A
HOMO-LUMO gap ... 7.23 eV

```
! RIJCOSX wB97M-V def2-TZVPD def2/J DEFGRID3
* xyz -1 1
Cl -23.709 -3.906 -24.211
C -30.561 -5.211 -22.808
O -29.348 -5.786 -23.226
C -28.469 -4.831 -23.815
C -27.179 -5.519 -24.189
N -27.410 -6.503 -25.254
C -26.227 -7.333 -25.478
C -26.602 -8.637 -26.121
O -27.564 -9.312 -25.342
C -28.001 -10.502 -25.950
H -30.390 -4.327 -22.177
H -31.095 -5.961 -22.230
H -31.166 -4.894 -23.671
H -28.242 -4.015 -23.112
H -28.964 -4.396 -24.697
H -26.796 -6.025 -23.292
H -26.444 -4.803 -24.552
H -28.171 -7.105 -24.955
H -25.675 -7.525 -24.548
H -25.585 -6.827 -26.203
H -25.704 -9.267 -26.235
H -26.965 -8.452 -27.147
H -28.401 -11.152 -25.166
H -27.173 -11.025 -26.439
H -28.822 -10.315 -26.654
C -23.795 -7.912 -27.768
O -23.472 -8.287 -26.463
C -22.824 -7.234 -25.754
C -22.308 -7.800 -24.461
N -21.759 -6.740 -23.653
C -21.420 -7.139 -22.284
C -20.361 -8.213 -22.239
O -19.137 -7.710 -22.722
C -18.199 -8.728 -22.959
H -22.920 -7.513 -28.308
H -24.559 -7.115 -27.803
H -24.190 -8.776 -28.300
H -23.526 -6.412 -25.548
H -21.995 -6.818 -26.340
H -21.528 -8.538 -24.710
H -23.103 -8.397 -23.962
H -22.454 -5.995 -23.621
H -22.332 -7.526 -21.796
H -21.023 -6.250 -21.799
H -20.678 -9.118 -22.778
H -20.242 -8.531 -21.185
H -18.611 -9.486 -23.634
H -17.871 -9.196 -22.018
H -17.327 -8.263 -23.417
*
```

Relative energy (zero: lowest compared OMol25 entry of this formula, charge and spin) / kcal/mol: 108.6; 0.0; 0.0; 41.8; 0.0; 1.2